Entry 1:
{"formula": "C53H106BNO3P", "method": "wB97M-V/def2-TZVPD", "charge": -1, "species": ["H", "C", "H", "C", "C", "H", "P", "H", "C", "H", "H", "H", "O", "H", "H", "H", "H", "C", "H", "C", "H", "C", "H", "H", "H", "H", "H", "C", "H", "H", "C", "H", "H", "C", "C", "C", "B", "H", "C", "H", "H", "H", "H", "H", "H", "C", "H", "H", "H", "H", "C", "H", "H", "C", "C", "H", "C", "H", "C", "O", "H", "H", "H", "H", "H", "H", "H", "C", "C", "C", "C", "H", "C", "H", "C", "H", "H", "C", "H", "H", "C", "H", "H", "H", "H", "H", "H", "H", "H", "C", "H", "H", "H", "C", "H", "H", "H", "C", "C", "C", "H", "H", "H", "C", "H", "H", "C", "H", "H", "H", "H", "H", "H", "H", "C", "H", "H", "H", "C", "C", "H", "H", "C", "C", "H", "C", "N", "H", "C", "H", "H", "H", "C", "C", "H", "H", "H", "C", "C", "C", "C", "H", "H", "C", "C", "H", "C", "C", "H", "H", "H", "C", "H", "H", "H", "H", "H", "H", "C", "H", "O", "H", "H", "H", "H"], "positions_angstrom": [[7.916282, 3.121549, 3.724439], [-8.722717, 9.185586, -4.200448], [8.006127, -5.616131, 3.071823], [-0.524056, -4.872583, 0.382870], [-1.025986, -1.753243, -0.366416], [8.684831, -7.136645, -1.253928], [0.253299, 1.693067, -2.161870], [-9.657045, 9.886009, -7.495450], [-5.376841, 2.089656, 1.717649], [3.226573, -6.166207, 6.456205], [1.615224, -5.989971, 5.764740], [-0.882941, -5.896317, 0.508033], [-0.138672, -4.616656, -0.938884], [-1.055736, 4.218696, -7.274689], [6.318082, -5.092817, 3.017129], [10.224338, -7.958571, -1.033184], [2.962561, 1.331032, -3.067370], [7.224762, -5.285440, 1.057793], [6.604316, -6.809922, -0.319117], [-4.891530, -0.068649, -0.957187], [-0.097867, -2.320437, -0.280823], [7.297576, -4.971431, 2.549024], [-2.074918, 6.389469, -6.953171], [-0.527054, -4.262608, 2.987425], [-5.379017, 5.813159, -5.055440], [-0.183528, -7.324428, 8.799853], [6.459639, 4.803449, 2.575393], [2.862165, -4.453700, 2.977112], [-5.509623, -0.843156, -0.507769], [-2.395579, -6.162374, -1.204756], [-4.104760, 0.647537, 0.133279], [-1.623670, 2.245678, -5.894226], [9.548932, -6.876258, 1.102252], [-7.995143, 10.457386, -3.760608], [6.858224, 1.969401, 0.599878], [-4.605595, 5.641604, -5.809838], [-0.916968, 0.261603, -1.521901], [-2.790684, 4.009989, -7.210875], [1.578910, -4.271151, 3.485107], [0.920358, -5.456999, 12.003102], [-8.232597, 8.313735, -3.759257], [-1.063857, 2.906758, -0.520986], [-9.734236, 9.202738, -3.781965], [-7.812168, 8.908966, -6.143400], [-1.983459, 0.914291, -1.412801], [-0.561076, 3.203479, -1.443533], [-5.081549, -1.116399, 2.113367], [2.865076, 3.028735, -2.618678], [2.060348, 0.771828, -0.717983], [-5.550842, 0.658329, -1.434206], [-1.163346, -4.543807, -1.932705], [-0.434977, -6.687282, 7.194100], [-0.701764, -5.720238, 11.361803], [3.028680, 2.024558, -2.235325], [7.615198, -7.827671, 1.289884], [-6.560700, 10.617233, -5.373295], [7.802883, 2.508621, 1.675154], [1.751574, -4.854906, 9.737927], [7.062157, -0.494282, 1.221266], [-0.684405, -0.384860, -0.201016], [7.621018, -7.806204, 2.383313], [-2.598862, 3.228066, -4.813018], [7.617392, -3.939942, 2.704630], [8.726295, -8.891672, -1.057720], [-3.672951, -2.777983, -2.162897], [7.436566, 1.795866, -0.313410], [4.009665, 2.018527, -1.757318], [-4.928306, 6.485006, -7.040417], [1.886765, 1.698466, -1.259897], [-2.042305, 5.708551, -6.096017], [-6.100515, 1.916474, 2.879496], [-4.211992, 6.316285, -7.845717], [-5.641395, 9.472185, -3.797999], [-1.619305, -2.064863, 0.503650], [-1.716300, -1.930326, -1.729068], [-3.238904, 7.021288, -4.893880], [-4.918768, 7.549822, -6.793624], [7.143242, 2.793613, 3.023402], [5.635106, 4.051290, 3.941875], [-0.338311, -2.899875, -3.043783], [-1.918077, 4.272868, -6.604205], [-9.119365, 11.062297, -6.302881], [6.491113, -1.394367, 1.456014], [-5.919806, 6.237101, -7.424578], [6.540493, -4.574318, 0.587713], [5.444820, 0.427221, 0.156556], [-5.593209, 9.447638, -2.707733], [7.736613, -0.306622, 2.059321], [-3.369042, 0.070256, -2.492769], [2.191433, -5.909300, 6.686345], [-6.162384, 11.548399, -3.948930], [4.063543, -4.899292, 1.248798], [2.176140, -4.866530, 7.008524], [0.677479, -4.833792, 9.940699], [7.159946, -8.783871, 1.012778], [-1.269974, -4.167387, 0.739328], [-4.662200, 4.581150, -6.067579], [-8.813940, 8.986375, -5.712398], [-6.063376, 0.549034, 3.191257], [0.480917, -4.412349, 2.632465], [5.234300, 3.560162, 2.302311], [-4.629367, 9.626781, -4.174765], [6.120930, 2.734849, 0.343697], [-9.594190, 10.087601, -6.425043], [0.443078, -3.805318, 10.226935], [8.261418, 3.430821, 1.303035], [-2.506436, -5.125296, -1.505353], [-1.175987, -5.089636, 8.885553], [8.626471, 1.804204, 1.825942], [-6.515711, 0.058169, 4.031921], [-3.703585, 1.580902, -0.232356], [-2.013703, -3.255345, -3.364957], [7.668373, -0.700677, 0.336378], [0.624010, -6.792198, 10.897181], [3.064872, -4.779503, 1.637074], [3.721173, -4.328970, 3.622353], [-6.594518, 2.690239, 3.437190], [-3.155379, -5.123298, -2.376931], [-6.564523, 10.587120, -4.280100], [-4.026180, -0.678416, -2.067875], [-4.732030, -0.951315, -2.852759], [2.130637, -5.146731, -0.252139], [1.632097, -6.840487, 7.758418], [0.361363, -5.755909, 11.114933], [6.725316, 1.873623, 3.440595], [-5.317250, -0.076438, 2.213203], [-4.913957, 0.870914, 1.332117], [-0.822513, -5.206108, -2.733007], [6.728740, -6.698918, 0.761708], [1.403160, -4.000223, 4.512997], [8.200952, -5.118092, 0.594217], [0.168860, 3.962591, -1.176831], [0.682368, -4.730981, 1.288288], [-3.271814, -1.934394, -1.612308], [-3.232898, 0.054984, 0.404758], [-5.974462, 8.493740, -4.147829], [-1.327575, 3.578175, -2.112100], [-1.277661, -3.161046, -2.569598], [0.168708, -6.562400, 8.098294], [-3.247708, 5.966680, -5.191394], [9.057890, -7.801084, 0.787718], [-1.135023, 5.966875, -5.541618], [2.247927, -6.776858, 8.660267], [1.966096, -4.916443, 0.784935], [9.177303, -7.954140, -0.726042], [-10.612426, 10.155681, -6.036061], [6.124488, 0.683698, 0.972368], [-1.739890, 3.249421, -5.485786], [-9.301355, 8.027208, -5.904900], [1.714241, -7.872451, 7.406939], [5.729218, -6.816180, 1.192106], [6.055554, 3.861698, 2.953132], [9.606501, -8.615463, 1.269044], [-0.851063, 3.464158, -4.890620], [0.107496, -4.414576, 7.913996], [-3.539499, -2.110592, -0.568143], [-3.136188, 5.394638, -4.266826], [1.867291, 2.493988, -0.512656], [-0.105369, -5.171791, 8.673177], [5.495777, 0.847128, 1.851233], [-1.199432, -0.834135, -2.463182], [-7.979702, 10.485788, -2.666592], [-5.170721, 2.984771, 1.168914], [-8.567676, 11.335017, -4.075018], [-3.003286, -4.534298, -0.743971]], "atomic_forces_ev_per_a": [[0.00, -0.03, 0.02], [0.03, -0.03, 0.03], [-0.01, -0.03, -0.01], [0.68, 0.07, 0.42], [0.89, 0.31, 0.92], [-0.01, -0.01, -0.01], [0.47, 0.04, -0.78], [-0.03, 0.02, 0.00], [-0.41, -0.26, 0.63], [0.00, 0.03, -0.05], [-0.01, 0.02, -0.02], [-0.32, -0.11, -0.09], [0.01, -0.10, -0.11], [-0.01, 0.00, -0.02], [0.00, -0.03, 0.02], [-0.01, -0.02, -0.03], [0.38, -0.05, -0.20], [-0.08, -0.02, 0.11], [-0.01, -0.02, 0.00], [0.26, 0.45, -0.41], [0.07, -0.25, -0.36], [0.08, 0.11, -0.08], [-0.01, 0.01, 0.02], [-0.12, 0.08, 0.13], [0.00, -0.04, 0.01], [-0.01, 0.01, 0.01], [-0.01, 0.00, -0.04], [0.11, -0.03, -0.01], [-0.14, -0.12, 0.08], [-0.06, -0.11, 0.27], [0.02, -0.84, 0.12], [0.03, -0.03, 0.06], [-0.01, 0.01, 0.02], [-0.04, 0.03, -0.05], [-0.04, 0.07, -0.01], [-0.01, 0.14, -0.03], [-1.51, 0.40, 0.78], [-0.01, 0.04, -0.02], [-0.38, -0.13, -0.71], [-0.02, -0.01, 0.02], [0.01, 0.01, 0.01], [-0.10, 0.09, 0.13], [-0.01, 0.00, -0.02], [0.01, -0.02, 0.02], [0.27, 0.32, -0.08], [-0.06, -0.71, 0.70], [0.21, -0.17, -0.21], [0.02, 0.11, -0.24], [-0.06, -0.24, -0.07], [-0.29, 0.03, 0.12], [-0.38, -0.19, -0.34], [0.02, 0.00, -0.02], [-0.01, -0.03, -0.01], [-0.49, -0.03, 0.38], [0.01, 0.04, 0.07], [-0.03, 0.01, 0.00], [0.03, -0.05, 0.00], [0.00, 0.00, -0.03], [-0.12, -0.01, 0.08], [-0.11, -0.37, -0.59], [-0.01, 0.01, 0.00], [0.01, -0.01, 0.02], [-0.02, 0.00, 0.05], [-0.03, 0.01, -0.02], [-0.01, -0.18, -0.12], [-0.01, -0.01, -0.01], [0.16, -0.22, -0.03], [-0.08, -0.11, 0.04], [0.13, 0.50, 0.00], [-0.03, 0.04, -0.11], [0.03, 0.41, -0.19], [0.01, 0.02, 0.00], [0.03, 0.08, -0.14], [-0.39, -0.04, -0.15], [0.43, 0.03, -0.56], [-0.03, 0.00, 0.00], [0.03, 0.01, -0.02], [0.01, 0.11, -0.01], [-0.01, 0.02, -0.01], [0.28, 0.02, 0.09], [0.05, -0.05, 0.12], [-0.01, 0.01, 0.01], [0.03, -0.02, -0.02], [0.00, 0.05, -0.03], [0.03, 0.01, -0.05], [-0.05, 0.01, 0.03], [-0.02, -0.04, 0.01], [0.02, 0.00, -0.01], [0.22, -0.02, 0.02], [0.06, -0.11, 0.14], [0.00, 0.01, -0.03], [0.18, -0.04, -0.02], [-0.01, 0.01, -0.02], [-0.09, -0.02, 0.06], [0.01, -0.01, -0.01], [-0.31, -0.01, -0.02], [0.03, -0.01, 0.02], [-0.10, 0.03, 0.01], [0.13, -0.48, -0.06], [0.81, -0.12, -0.23], [0.00, 0.01, -0.01], [0.02, -0.05, 0.03], [0.00, 0.00, 0.00], [0.08, -0.07, -0.04], [0.03, 0.01, -0.01], [0.00, 0.01, 0.02], [0.10, 0.09, -0.19], [0.00, 0.01, 0.01], [-0.01, 0.00, -0.01], [-0.09, -0.06, 0.15], [-0.05, 0.32, 0.07], [-0.01, -0.02, -0.29], [0.03, 0.00, 0.01], [-0.02, -0.01, 0.00], [-0.77, 0.13, 0.18], [0.03, 0.02, 0.10], [-0.05, 0.13, 0.06], [-0.10, 0.03, -0.13], [0.03, -0.03, 0.11], [-0.53, -0.08, 0.10], [0.02, -0.10, -0.20], [-0.16, 0.00, -0.24], [-0.02, 0.04, -0.09], [0.10, 0.06, -0.01], [0.01, -0.02, -0.02], [-0.42, 0.28, 0.48], [0.51, 0.39, -0.74], [0.18, -0.02, -0.10], [-0.04, -0.03, -0.09], [0.15, 0.05, 0.17], [0.00, -0.01, -0.01], [0.08, 0.25, -0.30], [-0.18, 0.08, -0.26], [0.05, 0.50, 0.23], [0.14, -0.04, 0.13], [0.02, -0.02, 0.03], [0.03, 0.22, -0.20], [0.03, 0.09, 0.71], [-0.02, -0.04, 0.05], [0.02, -0.02, 0.10], [-0.02, -0.09, -0.06], [0.01, -0.02, 0.01], [-0.02, -0.01, 0.02], [0.41, 0.12, 0.75], [0.07, 0.05, 0.07], [0.00, 0.03, 0.02], [0.08, -0.06, -0.09], [-0.03, 0.03, -0.14], [0.03, -0.02, -0.01], [0.02, -0.01, 0.02], [-0.01, 0.00, -0.01], [0.00, -0.08, 0.08], [0.02, 0.02, 0.02], [-0.01, -0.04, 0.05], [-0.01, -0.01, -0.01], [0.02, -0.13, 0.14], [0.02, 0.00, -0.01], [-0.12, -0.05, 0.24], [0.02, 0.02, -0.04], [-0.02, 0.01, -0.01], [0.06, -0.19, -0.14], [0.02, 0.00, 0.00], [0.16, 0.11, -0.25], [-0.02, -0.01, 0.00], [-0.04, -0.07, 0.25]], "lowdin_charge": [0.100, -0.229, 0.065, -0.202, -0.146, 0.065, 0.962, 0.067, -0.102, 0.073, 0.061, 0.129, -0.115, 0.101, 0.065, 0.067, 0.046, -0.269, 0.103, -0.178, 0.119, -0.103, 0.097, 0.111, 0.097, 0.099, 0.073, -0.098, 0.104, 0.076, -0.133, 0.072, 0.097, -0.231, -0.231, -0.269, -0.885, 0.094, -0.093, 0.066, 0.102, 0.019, 0.108, 0.093, 0.063, -0.337, 0.111, 0.049, 0.060, 0.109, -0.352, 0.110, 0.073, -0.211, -0.229, 0.097, -0.234, 0.097, -0.112, -0.071, 0.100, 0.065, 0.065, 0.073, 0.090, 0.109, 0.038, -0.115, -0.466, -0.231, -0.124, 0.063, -0.108, 0.112, -0.409, 0.101, 0.064, -0.274, 0.067, 0.127, -0.273, 0.063, 0.062, 0.066, 0.098, 0.102, 0.077, 0.062, 0.090, -0.114, 0.103, 0.078, 0.068, -0.271, 0.109, 0.105, 0.100, -0.269, -0.123, -0.031, 0.067, 0.069, 0.099, -0.113, 0.104, 0.107, -0.053, 0.109, 0.098, 0.078, 0.112, 0.120, 0.074, 0.063, -0.072, 0.089, 0.078, 0.083, -0.270, -0.180, 0.102, 0.111, -0.269, -0.115, 0.097, -0.110, -0.115, 0.137, -0.230, 0.086, 0.099, 0.015, -0.184, -0.098, 0.118, 0.057, 0.001, -0.054, -0.230, -0.228, -0.273, 0.110, 0.096, -0.017, -0.114, 0.073, -0.263, -0.111, 0.104, 0.103, 0.102, -0.111, 0.101, 0.059, 0.101, 0.103, 0.101, 0.053, -0.229, 0.102, -0.057, 0.109, 0.109, 0.099, 0.073]}

Entry 2:
{"formula": "H4OS2", "method": "wB97M-V/def2-TZVPD", "charge": 0, "smiles": "SS.O", "species": ["H", "S", "H", "S", "H", "H", "O"], "positions_angstrom": [[1.652290, 2.641077, 1.243400], [0.935769, 1.534548, 1.029210], [-1.652019, -2.260639, 0.568992], [1.994975, 1.106667, -0.726433], [-1.740461, -1.710605, -0.844058], [1.009433, 0.389681, -1.272016], [-2.199989, -1.700732, 0.000906]], "atomic_forces_ev_per_a": [[-0.09, 0.16, 0.04], [0.10, -0.11, -0.02], [-0.20, 0.17, -0.09], [0.12, -0.13, 0.07], [-0.07, 0.02, -0.05], [-0.14, 0.08, -0.08], [0.28, -0.19, 0.14]], "nbo_charge": [0.133, -0.126, 0.469, -0.137, 0.465, 0.129, -0.933]}

Looking at lowest unoccupied orbital energy for the records above, in order, we have 2.193; 0.217 eV.
Looking at frontier orbital gap for the records above, in order, we have 5.74; 8.91 eV.
Looking at energy for the records above, in order, we have -2729.79281; -873.98806 hartree.